An isolated ion of composition C4H7BrN3O2 and charge +1, computed with the ωB97M-V functional and the def2-TZVPD basis.

The value obtained for the HOMO energy (spin up / spin down) is -12.05 / -12.05 eV. Its net charge is +1. The largest force on an atom is 4.58 eV/A. For the gap between HOMO and LUMO (spin up / spin down), the calculation gives 5.879 / 5.879 eV. The calculation puts the energy above the lowest of the compared OMol25 structures with the same formula, charge and spin at 199.9 kcal/mol.

Each line ends with the Mulliken charge.
CARTESIAN COORDINATES (ANGSTROEM)
C 0.433 0.230 0.582  0.49
C 1.732 0.425 0.307  -0.25
C -1.541 -1.511 -0.446  -0.34
C -1.967 -0.395 0.508  -0.41
N -0.601 -1.049 -1.351  -0.52
N 2.283 1.454 -0.408  0.78
N -0.693 0.301 1.166  -0.10
O 1.509 2.634 -0.404  -0.45
O 3.433 1.470 -0.803  -0.52
Br 2.683 -1.276 0.473  0.00
H -1.349 -2.527 0.213  0.26
H -2.419 -1.834 -0.978  0.38
H -2.710 0.346 0.084  0.30
H -2.411 -0.837 1.380  0.36
H 0.213 -1.575 -1.755  0.28
H 2.122 3.447 -0.685  0.40
H -0.716 0.697 2.117  0.33